Below is C27H35N2O6PPt as an isolated structure, with properties calculated with ωB97M-V/def2-TZVPD.

2S+1 ... 5
<S²> ... 6.0268
Charge ... +4
HOMO energy (alpha / beta) ... -18.90 / -18.88 eV
Electronic energy ... -2069.81808 hartree

The geometry in XYZ format:
```
72
Properties=species:S:1:pos:R:3:forces:R:3
Pt 0.17964 -0.93423 1.41421 0.0 -0.3 0.2
C -2.25890 -1.70952 3.52727 0.2 0.1 1.1
C -1.17875 -0.91502 4.27114 -1.1 0.2 -0.2
O 0.14075 -1.21898 3.82356 0.0 0.3 -1.3
C 0.76141 -2.40706 4.31263 0.7 -1.0 -0.1
C 0.50730 -3.64520 3.44460 -0.3 0.2 1.1
O 0.71659 -3.29824 2.08341 0.2 1.3 -0.6
C 0.30454 -4.29299 1.15332 -0.4 -0.4 -0.8
C 0.09183 -3.62301 -0.20891 0.9 -0.7 0.2
O -0.68547 -2.42745 -0.14234 0.5 0.7 0.9
C -2.10831 -2.53885 -0.07703 -1.1 0.4 0.3
C -2.62984 -2.63142 1.35730 -0.1 -0.7 -0.8
O -2.05666 -1.57328 2.12084 1.1 0.6 -0.5
H -3.24167 -1.30271 3.79667 0.1 0.0 -0.1
H -2.24448 -2.76552 3.82372 0.0 0.1 -0.2
H -1.27095 -1.10285 5.34781 0.1 0.1 -0.2
H -1.30805 0.15675 4.07802 0.0 -0.2 0.1
H 0.44101 -2.61242 5.33830 0.0 0.1 -0.1
H 1.83207 -2.19037 4.31981 -0.1 0.0 0.1
H -0.50418 -4.04828 3.59006 0.1 0.1 -0.2
H 1.21702 -4.42884 3.74290 -0.1 0.1 -0.1
H -0.60892 -4.79219 1.49939 0.1 0.1 0.1
H 1.08679 -5.05843 1.05645 -0.1 0.2 0.0
H -0.36452 -4.34048 -0.90217 0.0 0.2 0.1
H 1.05957 -3.29967 -0.60679 -0.1 -0.1 0.0
H -2.45640 -3.40316 -0.65386 0.1 0.1 0.0
H -2.47852 -1.61984 -0.54116 0.0 -0.1 0.0
H -2.37982 -3.60311 1.80104 0.0 0.2 0.1
H -3.72486 -2.53528 1.35528 0.2 0.1 0.0
O 0.37526 0.19541 -0.64977 0.2 -2.2 2.0
P 0.21659 1.23302 -1.71373 -0.7 3.2 -0.2
C -1.52884 1.76790 -1.87030 1.2 -0.7 -0.1
C -1.99340 2.42488 -3.00381 -0.2 0.2 -0.1
C -3.30506 2.87579 -3.03523 0.1 -0.2 -0.1
C -4.13609 2.63301 -1.95197 -0.4 0.1 -0.2
C -3.65661 2.00497 -0.81151 0.2 -0.3 0.2
C -2.35419 1.53040 -0.77643 -0.2 0.3 0.0
C 1.23623 2.72399 -1.41098 -0.8 -1.3 -0.2
C 2.61389 2.54599 -1.36391 0.3 0.3 -0.4
C 3.42992 3.66215 -1.25570 0.0 -0.4 0.1
C 2.86063 4.92096 -1.11767 0.2 0.4 0.2
C 1.48681 5.09729 -1.17160 -0.2 -0.2 0.2
C 0.66327 3.98519 -1.28727 -0.1 0.1 -0.3
C 0.63775 0.57838 -3.37023 -0.1 1.1 1.0
C 0.49782 -0.79074 -3.58542 0.2 -1.9 -1.4
C 0.84784 -1.32424 -4.81643 -0.7 -0.7 1.8
C 1.25456 -0.47312 -5.83140 0.1 -1.2 -1.1
C 1.41472 0.88926 -5.60890 0.0 2.2 1.1
C 1.06372 1.43371 -4.37979 0.4 0.2 -1.2
H -1.36181 2.58105 -3.86475 0.1 0.1 -0.1
H -3.67544 3.37376 -3.92051 -0.1 0.0 0.0
H -5.18508 2.90711 -2.01765 0.2 0.1 0.1
H -4.28809 1.88827 0.05792 -0.1 -0.1 -0.1
H -1.96585 1.03734 0.10618 0.0 0.0 0.1
H 3.04372 1.55864 -1.46587 0.1 -0.1 0.0
H 4.50291 3.53680 -1.28771 0.1 0.1 0.2
H 3.49568 5.77689 -0.90666 0.0 -0.1 -0.4
H 1.04283 6.08103 -1.10240 0.1 0.0 0.1
H -0.40867 4.11563 -1.29637 -0.1 0.0 -0.1
H 0.13196 -1.42520 -2.79264 0.0 -0.1 0.1
H 0.75852 -2.38830 -4.98567 0.0 0.0 -0.1
H 1.40448 -0.86792 -6.83224 0.0 0.0 0.0
H 1.80355 1.53361 -6.38494 0.0 0.0 -0.1
H 1.17435 2.49578 -4.21384 0.0 0.1 0.1
N 3.32476 0.05441 3.13756 -0.2 -0.2 -0.1
C 2.31135 0.88917 2.90841 0.9 0.5 1.4
N 2.17946 1.99197 3.63971 -0.2 -0.2 -0.3
O 1.46107 0.67254 1.98481 -1.6 -1.3 -1.3
H 4.04785 0.26579 3.81114 0.0 0.0 0.0
H 3.48362 -0.72601 2.51547 0.1 0.2 0.1
H 2.83730 2.26965 4.35330 0.1 0.0 0.0
H 1.41848 2.62544 3.44333 0.0 0.0 0.0
```
Positions in Å, forces in eV/Å.

These are the Löwdin partial charges, in e, on atoms 1 to 2:
1. Pt 1.65
2. C -0.12